Record 1
Below is the molecule C15H18N6O at a distorted geometry, with properties calculated with ωB97M-V with the def2-TZVPD basis set.

Properties
HOMO-LUMO gap, eV: 8.655
HOMO, eV: -7.82
E_LUMO, Eh: 0.031
Energy relative to the best compared isomer or geometry (same formula, charge and spin), eV: 0.000

Each line ends with the Mulliken charge.
Geometry (Å):
1 C 3.932 -2.308 0.945  -0.794
2 N 2.573 -2.323 0.482  0.062
3 C 1.880 -1.277 -0.046  -0.132
4 N 2.277 -0.014 -0.212  -0.374
5 C 1.333 0.765 -0.742  -0.105
6 N 0.091 0.405 -1.095  -0.485
7 C -0.301 -0.855 -0.925  -0.361
8 N -1.531 -1.238 -1.314  -0.175
9 H -1.806 -2.168 -1.038  0.308
10 C -2.561 -0.305 -1.711  -1.095
11 C -3.464 0.045 -0.554  0.678
12 C -4.767 -0.428 -0.488  -0.530
13 C -5.569 -0.125 0.599  -0.518
14 C -5.071 0.648 1.634  -0.397
15 C -3.770 1.119 1.577  -0.642
16 C -2.971 0.821 0.489  -0.164
17 H -1.955 1.184 0.437  0.424
18 H -3.378 1.723 2.383  0.393
19 H -5.696 0.883 2.483  0.373
20 H -6.583 -0.496 0.639  0.367
21 H -5.158 -1.034 -1.294  0.326
22 H -3.139 -0.748 -2.527  0.433
23 H -2.043 0.588 -2.069  0.332
24 C 0.613 -1.776 -0.376  1.725
25 N 0.547 -3.109 -0.055  -0.781
26 C 1.713 -3.389 0.440  -0.381
27 H 1.998 -4.359 0.798  0.459
28 N 1.618 2.074 -0.930  -0.138
29 H 0.885 2.600 -1.374  0.269
30 C 2.943 2.649 -0.849  -0.688
31 H 2.893 3.649 -1.282  0.406
32 H 3.651 2.045 -1.429  0.328
33 C 3.471 2.739 0.595  -0.508
34 O 4.108 1.566 1.010  -0.604
35 H 3.546 0.828 0.680  0.532
36 H 4.216 3.538 0.664  0.346
37 H 2.631 2.986 1.263  0.233
38 H 4.046 -3.013 1.769  0.347
39 H 4.182 -1.303 1.283  0.260
40 H 4.617 -2.587 0.140  0.270

---

Record 2
Below is a cluster of 7 separate species, C50H58F5IN2O24 in total at a distorted geometry, with properties calculated with ωB97M-V with the def2-TZVPD basis set.

Properties
HOMO-LUMO gap, eV: 7.637
HOMO, eV: -8.77
E_LUMO, Eh: -0.042
Energy relative to the best compared isomer or geometry (same formula, charge and spin), eV: 0.000

Each line ends with the Mulliken charge.
Geometry (Å):
1 C 0.786 4.758 -5.869  -0.874
2 C 1.669 5.428 -4.863  0.787
3 O 1.547 6.571 -4.519  -0.562
4 O 2.666 4.634 -4.362  -0.451
5 C 2.489 4.244 -2.984  -0.638
6 C 1.436 3.156 -2.829  -1.062
7 C 1.709 2.186 -1.671  -0.042
8 C 0.839 2.462 -0.432  -1.800
9 C 0.672 1.259 0.469  0.133
10 C 1.490 1.162 1.613  1.107
11 C 2.579 2.173 1.887  -2.287
12 C 2.206 3.167 3.010  -0.364
13 C 2.443 4.613 2.589  -1.287
14 I 1.202 5.945 3.727  -0.033
15 C 1.265 0.125 2.519  0.689
16 C 0.291 -0.841 2.269  0.336
17 C -0.460 -0.796 1.109  -0.491
18 N -1.453 -1.796 0.827  1.139
19 C -2.592 -1.857 1.743  -1.484
20 C -0.920 -3.005 0.390  0.825
21 C -1.914 -4.105 0.154  -1.725
22 O 0.261 -3.147 0.172  -0.544
23 C -0.285 0.253 0.202  -0.513
24 C -1.189 0.220 -1.033  1.742
25 F -1.042 1.317 -1.837  -0.285
26 F -2.493 0.291 -0.604  -0.424
27 C -1.007 -0.976 -1.939  -0.276
28 C 0.252 -1.508 -2.167  -0.241
29 C 0.403 -2.590 -3.019  -1.601
30 C -0.698 -3.153 -3.631  -0.784
31 C -1.960 -2.613 -3.401  0.596
32 C -3.151 -3.211 -4.074  0.685
33 F -3.145 -2.960 -5.411  -0.229
34 F -4.316 -2.726 -3.611  -0.331
35 F -3.198 -4.554 -3.958  -0.271
36 C -2.117 -1.533 -2.551  -0.320
37 C 0.099 -1.902 3.308  0.019
38 O -0.192 -3.053 3.085  -0.635
39 C 0.335 -1.437 4.699  0.361
40 O -0.394 -2.044 5.696  -0.604
41 C 1.267 -0.524 4.974  0.827
42 C 1.546 -0.103 6.387  -0.068
43 C 2.377 1.169 6.635  -0.180
44 N 3.749 0.859 7.019  -0.766
45 C 2.036 -0.014 3.805  -0.528
46 O 3.217 0.220 3.901  -0.580
47 H 0.228 3.964 -5.377  0.188
48 H 0.113 5.487 -6.305  0.341
49 H 1.385 4.306 -6.657  0.344
50 H 3.468 3.901 -2.664  0.379
51 H 2.239 5.150 -2.431  0.366
52 H 1.444 2.593 -3.763  0.551
53 H 0.448 3.606 -2.729  0.432
54 H 2.745 2.331 -1.353  0.644
55 H 1.641 1.149 -1.986  -0.145
56 H -0.122 2.853 -0.734  1.043
57 H 1.304 3.276 0.115  0.127
58 H 3.464 1.611 2.170  0.718
59 H 2.848 2.719 0.990  0.818
60 H 1.155 3.036 3.263  0.516
61 H 2.783 2.964 3.909  0.233
62 H 3.450 4.940 2.807  0.536
63 H 2.186 4.794 1.553  0.391
64 H -3.514 -2.061 1.200  0.359
65 H -2.716 -0.894 2.231  0.411
66 H -2.481 -2.616 2.514  0.449
67 H -1.399 -4.875 -0.413  0.416
68 H -2.777 -3.771 -0.418  0.284
69 H -2.233 -4.551 1.095  0.335
70 H 1.110 -1.075 -1.673  0.616
71 H 1.379 -3.011 -3.210  0.397
72 H -0.582 -4.007 -4.283  0.521
73 H -3.104 -1.131 -2.385  0.646
74 H -1.111 -1.451 5.948  0.343
75 H 2.077 -0.927 6.866  -0.175
76 H 0.592 -0.042 6.912  0.296
77 H 1.918 1.729 7.447  0.396
78 H 2.398 1.812 5.759  -0.319
79 H 4.183 0.311 6.286  0.328
80 H 3.662 0.260 7.835  0.363
81 C 5.578 -2.726 10.141  -0.398
82 C 4.480 -3.576 10.755  -0.161
83 O 3.326 -2.751 10.565  -0.382
84 C 3.561 -1.923 9.534  0.782
85 O 2.730 -1.252 9.006  -0.588
86 O 4.856 -1.970 9.160  -0.358
87 H 6.364 -3.304 9.662  0.283
88 H 6.024 -2.033 10.857  0.295
89 H 4.325 -4.515 10.223  0.119
90 H 4.626 -3.778 11.812  0.360
91 C 1.123 -5.859 7.112  -0.443
92 C 1.534 -4.453 6.724  0.171
93 O 2.362 -4.068 7.831  -0.110
94 C 2.840 -5.182 8.421  0.522
95 O 3.687 -5.197 9.256  -0.496
96 O 2.226 -6.283 7.925  -0.377
97 H 1.000 -6.527 6.265  0.314
98 H 0.216 -5.875 7.718  0.304
99 H 2.139 -4.435 5.815  0.217
100 H 0.701 -3.766 6.612  -0.111
101 C -5.759 -1.164 -6.711  -0.175
102 C -6.529 -2.323 -6.112  -0.070
103 O -7.841 -2.134 -6.654  -0.366
104 C -7.736 -1.416 -7.795  0.635
105 O -8.614 -1.223 -8.567  -0.524
106 O -6.471 -0.934 -7.935  -0.398
107 H -4.717 -1.393 -6.916  0.264
108 H -5.812 -0.264 -6.096  0.235
109 H -6.149 -3.290 -6.446  0.196
110 H -6.559 -2.305 -5.027  0.226
111 C 4.176 10.420 1.477  -0.334
112 C 3.658 10.104 2.867  -0.312
113 O 3.123 8.788 2.699  -0.232
114 C 3.737 8.211 1.643  0.600
115 O 3.643 7.065 1.344  -0.481
116 O 4.482 9.117 0.970  -0.339
117 H 5.066 11.043 1.473  0.284
118 H 3.415 10.873 0.841  0.261
119 H 4.454 10.065 3.613  0.262
120 H 2.881 10.783 3.206  0.280
121 C -5.899 2.262 -7.966  0.112
122 C -5.553 2.853 -9.317  -0.394
123 O -4.462 3.725 -8.993  -0.342
124 C -3.883 3.286 -7.852  0.650
125 O -2.857 3.688 -7.412  -0.532
126 O -4.640 2.318 -7.282  -0.285
127 H -6.246 1.234 -8.015  -0.085
128 H -6.622 2.872 -7.420  0.246
129 H -5.201 2.100 -10.024  0.279
130 H -6.364 3.417 -9.768  0.312
131 C -2.079 -5.657 -7.250  0.324
132 C -2.910 -6.842 -6.796  -0.310
133 O -2.402 -7.897 -7.615  -0.358
134 C -1.145 -7.573 -8.007  0.601
135 O -0.395 -8.309 -8.553  -0.502
136 O -0.869 -6.285 -7.681  -0.347
137 H -1.875 -4.945 -6.457  -0.236
138 H -2.525 -5.134 -8.097  0.219
139 H -2.737 -7.094 -5.748  0.274
140 H -3.976 -6.716 -6.962  0.306

---

Record 3
Below is a structure of composition C4H9N3 at a distorted geometry, with properties calculated with ωB97M-V with the def2-TZVPD basis set.

Properties
HOMO-LUMO gap (spin up / spin down), eV: 8.346 / 8.672
HOMO (spin up / spin down), eV: -21.47 / -20.72
Total charge: +2
E_LUMO (spin up / spin down), Eh: -0.482 / -0.443
Energy relative to the best compared isomer or geometry (same formula, charge and spin), eV: 7.323

Each line ends with the Mulliken charge.
Geometry (Å):
1 C 0.581 1.345 -0.765  0.576
2 C 0.165 -0.082 0.935  -0.437
3 C 2.500 -0.141 -0.473  -0.691
4 C -2.294 -0.611 -0.452  -0.450
5 N -0.659 1.570 -0.521  -0.383
6 N 1.129 0.322 -0.173  0.130
7 N -1.100 0.586 0.401  0.020
8 H 0.118 -1.247 1.084  0.369
9 H 0.340 0.329 1.930  0.346
10 H 2.277 -1.274 -0.639  0.339
11 H 2.869 0.377 -1.307  0.363
12 H 3.302 0.036 0.344  0.344
13 H -3.140 -0.503 0.255  0.340
14 H -2.641 -0.095 -1.399  0.361
15 H -1.820 -1.599 -0.416  0.326
16 H -1.626 0.987 1.195  0.447

---

Record 4
Below is the molecule C4H4N2OS at a distorted geometry, with properties calculated with ωB97M-V with the def2-TZVPD basis set.

Properties
HOMO-LUMO gap, eV: 7.833
HOMO, eV: -9.34
E_LUMO, Eh: -0.055
Energy relative to the best compared isomer or geometry (same formula, charge and spin), eV: 3.846

Each line ends with the Mulliken charge.
Geometry (Å):
1 C 0.764 1.912 -0.264  -1.013
2 C 0.067 0.640 -0.146  0.563
3 C -0.118 -1.557 -0.494  0.075
4 C -1.052 -1.660 0.547  0.306
5 H 0.487 2.620 0.451  0.370
6 H 1.878 1.725 0.008  0.219
7 H 1.030 2.175 -1.367  0.290
8 H 0.398 -2.592 -0.923  0.286
9 N 0.370 -0.458 -0.986  -0.442
10 N -0.670 0.603 0.850  -0.252
11 O -1.209 -0.479 1.334  -0.139
12 S -1.945 -2.930 0.992  -0.263